No. 1
{"formula": "C53H61ClN2O5P3Si2Y", "method": "wB97M-V/def2-TZVPD", "charge": -2, "homo_ev": -1.953, "orbital_gap_ev": 5.91, "de_lowest_ev": 1.104, "elements": ["C", "H", "H", "H", "H", "H", "C", "C", "C", "C", "C", "O", "H", "C", "H", "C", "C", "H", "C", "C", "C", "O", "H", "H", "H", "H", "H", "H", "H", "H", "C", "H", "H", "H", "C", "H", "C", "C", "H", "H", "C", "H", "P", "C", "C", "O", "C", "H", "H", "P", "C", "C", "H", "H", "Si", "H", "Y", "C", "C", "H", "C", "C", "C", "C", "H", "C", "H", "C", "H", "H", "H", "H", "C", "H", "H", "H", "C", "H", "O", "H", "H", "C", "H", "H", "H", "H", "C", "C", "H", "C", "H", "C", "C", "C", "H", "C", "H", "N", "C", "C", "C", "H", "Cl", "P", "H", "C", "C", "O", "H", "C", "C", "C", "C", "H", "N", "H", "C", "H", "H", "H", "H", "H", "C", "C", "H", "H", "Si", "C"], "positions_angstrom": [[2.5489, -2.7434, 6.4127], [6.3523, -4.4141, -2.0125], [-2.2054, -2.1861, 1.7273], [4.7806, 1.5632, -3.4469], [2.7202, 3.5984, -0.4724], [3.9054, 3.7200, -1.7875], [3.8017, 0.5118, 1.5655], [-0.3888, 1.9861, -0.0125], [-2.7605, -0.7289, 4.2091], [-6.1100, 0.3368, -3.8091], [0.7446, -1.4566, -3.5520], [0.1135, -0.3567, -2.8568], [-2.4309, -1.7242, 4.5083], [5.4948, -1.7774, -0.0566], [-0.9708, 1.6042, 5.5909], [0.8147, -0.9072, -4.9760], [0.3367, -4.4072, 1.8686], [-3.2125, -0.2409, 5.0793], [-2.4710, -1.7616, -2.1162], [3.5454, 3.0854, -0.9679], [-5.5667, 3.0127, -3.3216], [-2.1076, -0.9094, -1.2294], [-1.7305, 0.4709, -3.2970], [-3.5467, -0.8655, 3.4612], [-7.3454, 3.4250, -4.4458], [-3.5342, 6.2530, 1.2946], [3.9136, 0.0179, -3.4970], [-3.0220, 4.5694, -3.0666], [2.4770, -2.7833, -1.1792], [0.5349, -2.9697, 7.1316], [-3.9604, 5.3042, 0.9920], [5.6863, 2.8260, 4.0629], [2.1331, 2.3325, -4.0169], [-2.1821, -6.3346, 0.6955], [4.3515, -3.6741, -1.7163], [-1.6837, 2.6381, 2.4969], [1.7261, -1.5401, 1.1107], [-0.0110, -3.4060, -2.1946], [5.4616, 0.9077, 0.2563], [-2.1238, 3.2319, -3.8186], [3.5584, -2.7322, -1.0871], [-1.4760, 4.0051, -2.3803], [2.8607, -0.5836, 0.4260], [2.7544, -2.1185, 4.1003], [5.7114, 1.9016, 2.1227], [0.2448, -4.6027, -2.3156], [-4.9899, 0.6947, -3.0650], [1.6491, -0.2100, -5.0663], [-3.3792, -4.1715, 0.8867], [-3.2007, 2.3983, -1.8398], [3.3431, -2.4441, 5.3153], [-0.5415, -0.1725, -5.0768], [5.9624, -1.0800, 0.6242], [-1.2166, -0.6161, -5.8101], [-1.3845, 0.3592, 3.4705], [-0.4924, -2.3973, 4.9765], [-0.0651, -0.4929, -0.3356], [-0.3305, -3.1860, 1.9895], [-5.0143, 4.7544, 1.7028], [-5.4203, 5.2711, 2.5639], [4.1204, -1.7471, -0.2680], [-1.6750, -5.4613, 1.0889], [-4.9887, 2.8514, 0.2359], [3.9254, 1.6478, 3.7003], [3.4638, 1.8737, 4.6540], [4.3075, 0.7916, -2.8310], [0.3856, 1.7582, 4.4613], [1.6767, 2.2806, -3.0232], [0.7487, 1.7251, -3.1077], [5.0792, 0.3149, -2.2219], [-6.3365, 3.0685, 1.8794], [-6.3185, -0.7120, -3.9778], [-0.3390, 1.0566, 4.8835], [6.6635, 2.3319, 1.8338], [3.8826, -4.4268, -2.3393], [1.4038, -4.4455, 2.0618], [-6.6799, 2.6592, -4.0648], [3.0054, -2.9990, 7.3623], [0.0172, -2.7113, -1.1302], [7.3640, -2.7365, -0.4910], [-2.2993, -2.0623, -4.2253], [-2.3408, 1.8102, 2.7629], [-2.8885, 1.5130, 1.8657], [0.9402, -1.6994, -5.7145], [-7.8225, 1.0374, -4.8911], [-4.3568, -0.0787, -2.6454], [-5.5286, 3.5223, 1.3190], [0.5867, -2.3951, 5.0687], [0.2104, 0.2910, 5.4353], [-1.0918, -0.3339, -3.6524], [-0.1171, 2.6248, -0.8638], [-4.7040, 2.0353, -2.8241], [-6.9492, 1.3164, -4.3130], [5.7299, -3.6729, -1.5237], [-1.3262, 2.3822, 0.3833], [1.1653, -2.7244, 6.2847], [2.2779, 0.4445, 3.0686], [-0.4226, -0.4597, 2.3438], [3.2588, 0.8226, 2.8073], [-2.3999, 3.6930, -2.8685], [-0.3144, -2.5725, -3.4480], [0.2136, -6.4670, 1.3092], [0.8318, 2.5509, 1.2953], [0.6366, -1.6590, 2.3251], [3.3654, -1.9086, 3.2294], [-1.6380, -1.7406, -3.4187], [5.1617, 2.1828, 3.3656], [-3.4628, -2.4824, -2.0590], [-0.2816, -3.2210, -4.3243], [-0.3275, -5.5365, 1.4338], [6.2959, -2.7336, -0.6789], [-1.6775, -3.1305, 1.6695], [-3.9371, 3.4015, -0.4993], [1.4416, 3.3015, -2.7136], [2.2476, 0.2553, -0.8161], [1.6962, -1.6714, -3.0704], [-3.4291, 4.6354, -0.1039], [4.3458, 2.9839, -0.2414], [-3.0735, 2.1589, 3.4971], [-2.5916, 5.0736, -0.6306], [-5.3662, 4.0574, -3.1100], [-0.4088, 0.8811, -5.3257], [1.3718, -2.0745, 3.9651], [5.0298, 1.0815, 1.2342], [-5.3804, 1.8772, -0.0365], [4.4233, -2.4668, 5.3987], [2.8943, 1.5111, -1.7893], [-2.3473, -4.2591, 1.2030]], "mulliken_charge": [-0.56, 0.34, 0.00, 0.44, 0.29, 0.43, 0.74, -0.39, -1.29, -0.65, -0.08, 1.81, 0.36, -0.71, 0.49, -0.75, -0.83, 0.46, -0.39, -1.33, -0.34, -0.95, -0.79, 0.33, 0.37, 0.38, 0.23, 0.47, 0.37, 0.39, -0.59, 0.36, 0.40, 0.32, -0.61, 0.33, -1.34, -0.27, 0.67, 0.42, -1.16, 0.40, 2.64, -0.28, -0.93, -0.92, -0.32, 0.19, 0.35, 1.90, -0.70, -0.70, 0.47, 0.38, 0.01, 0.19, -0.14, 0.68, -0.46, 0.36, 0.43, -0.55, -0.77, -1.08, 0.51, -1.27, 0.14, -0.43, -0.57, 0.25, 0.38, 0.49, -1.01, 0.41, 0.49, 0.29, -0.67, 0.34, 0.53, 0.42, 0.55, -0.98, -0.09, 0.47, 0.35, 0.36, -0.62, -0.44, 0.28, -0.27, 0.23, -0.22, -0.33, -0.64, -0.14, -0.58, 0.58, 0.31, -0.17, -1.72, 0.14, 0.36, -0.31, 1.51, 0.33, 0.41, -0.74, -0.87, 0.48, -0.63, -0.69, -0.29, 0.15, 0.46, 0.12, -0.15, -0.34, 0.34, 0.47, 0.26, 0.25, 0.40, 0.88, -1.05, 0.38, 0.42, 0.49, -0.51]}

***

No. 2
{"formula": "C21H17Cl2NO3", "method": "wB97M-V/def2-TZVPD", "homo_ev": -7.880, "orbital_gap_ev": 8.16, "smiles": "COc1cc2c(cc1OC)C(c1ccc(-c3ccc(Cl)c(Cl)c3)o1)=NCC2", "de_lowest_ev": 1.532, "elements": ["C", "H", "C", "H", "H", "C", "H", "N", "H", "C", "C", "H", "H", "H", "Cl", "H", "C", "H", "H", "H", "C", "C", "Cl", "H", "C", "H", "C", "H", "C", "O", "H", "C", "C", "C", "O", "C", "C", "C", "C", "C", "C", "H", "C", "O"], "positions_angstrom": [[3.0942, 0.8938, -0.7480], [5.0146, 2.7945, -0.9156], [-4.4997, 2.7777, 1.2346], [-6.9916, -0.4381, 1.7098], [-6.2549, -1.5004, 0.4859], [-2.1777, -1.6048, -0.0349], [-4.3885, 3.8594, 1.3108], [0.3229, -1.9917, -1.3180], [-5.4122, 2.5440, 0.6827], [-3.9336, -0.0730, 0.6475], [-3.4523, -1.3621, 0.4434], [-4.5633, 2.3485, 2.2370], [-2.4519, -3.7154, -0.3457], [-1.1582, -3.0136, -2.2902], [6.8648, -2.0353, 1.1624], [-0.0721, -3.9960, -1.3015], [6.6919, 1.7323, -0.1488], [4.2977, -1.2550, 0.2648], [-1.1406, -3.2755, 0.7555], [2.7482, 2.8798, -1.6213], [1.0551, 1.4622, -1.4469], [-3.0720, 1.0129, 0.3956], [8.8197, 0.3920, 0.8266], [0.2384, 1.9931, -1.8912], [4.4866, 0.7848, -0.3696], [-4.0844, -2.2098, 0.6568], [5.3681, 1.8585, -0.5153], [-1.1626, 1.6139, -0.2524], [-1.3337, -0.5296, -0.3264], [-3.3462, 2.3399, 0.5524], [-5.6584, -1.5238, 2.1719], [7.1649, 0.5355, 0.3713], [6.2940, -0.5412, 0.5201], [1.0400, 0.1841, -0.9430], [-5.2046, 0.1872, 1.0859], [2.3788, 1.9209, -1.3214], [-0.6352, -3.0587, -1.3254], [-1.7927, 0.7581, -0.0823], [-1.6446, -3.0010, -0.1783], [-0.0043, -0.8441, -0.8717], [4.9678, -0.4177, 0.1523], [7.3730, 2.5610, -0.2611], [-6.0597, -0.8909, 1.3739], [2.2742, -0.1565, -0.5325]], "mulliken_charge": [0.29, 0.33, -0.78, 0.25, 0.35, -0.55, 0.29, -0.60, 0.24, 1.07, -0.06, 0.30, 0.39, 0.34, -0.21, 0.39, -0.63, 0.60, 0.31, 0.50, -0.78, -0.23, -0.20, 0.70, 0.62, 0.47, -0.64, 0.60, 0.72, -0.48, 0.35, 0.27, 0.11, 0.04, -0.46, -0.70, -0.81, -0.55, -1.09, 0.70, -0.62, 0.42, -0.95, -0.33]}

***

No. 3
{"formula": "C4H4CsNaO2", "method": "wB97M-V/def2-TZVPD", "charge": 1, "homo_ev": [-9.378, -9.390], "orbital_gap_ev": [5.83, 5.84], "multiplicity": 2, "elements": ["C", "O", "H", "H", "C", "Cs", "C", "C", "O", "H", "H", "Na"], "positions_angstrom": [[0.1829, -3.9196, -3.5827], [0.7309, -5.0307, -3.9172], [2.2327, -3.5049, -0.1761], [-0.8776, -3.7646, -3.8877], [0.7255, -2.8089, -3.0549], [0.0541, 3.8926, 0.7076], [1.6970, -0.6901, -2.4565], [1.2230, -2.0113, -2.0782], [1.6269, 0.3141, -1.7444], [1.9992, -0.5661, -3.5168], [0.8218, -2.0677, -1.0533], [2.4075, -5.9026, -4.8454]], "mulliken_charge": [-0.27, -0.85, 0.04, 0.22, -0.11, 1.00, 0.02, -0.18, -0.61, 0.35, 0.38, 1.01]}

***

No. 4
{"formula": "C20H16InN5Te", "method": "wB97M-V/def2-TZVPD", "charge": 2, "homo_ev": -14.130, "orbital_gap_ev": 6.80, "de_lowest_ev": 0.881, "elements": ["N", "H", "H", "H", "C", "C", "H", "C", "H", "C", "C", "N", "H", "H", "H", "C", "C", "C", "C", "H", "H", "C", "H", "C", "C", "N", "N", "H", "N", "C", "C", "C", "C", "Te", "H", "In", "H", "C", "C", "H", "C", "H", "C"], "positions_angstrom": [[-1.5256, -1.0695, -0.4486], [2.0816, 3.0534, 5.4632], [1.2194, -5.9123, 1.5604], [-3.1432, -2.3295, -0.2656], [2.6873, 0.5615, 3.2587], [0.5901, 1.0323, -2.9395], [-5.0128, 3.1707, -3.4907], [4.0197, 2.4379, 4.7725], [-3.6248, 4.0588, -5.3342], [-1.7268, -4.3063, 1.1171], [-2.0874, 1.6439, -2.7510], [-2.2441, -0.0651, -1.1007], [-1.2096, -6.1660, 2.0661], [-2.7924, -4.3907, 1.2894], [-4.0232, 1.6102, -1.8359], [-3.9715, 2.8876, -3.5628], [-2.0860, -2.1464, -0.0911], [4.0828, 0.6304, 3.1928], [-0.8417, -5.2934, 1.5424], [0.8757, 1.3814, 4.0998], [1.9914, -3.8553, 0.4002], [-1.2155, -3.2029, 0.4718], [-1.2336, 3.4678, -5.4956], [2.6325, 2.3759, 4.8245], [-3.4289, 2.0182, -2.6421], [0.1031, -3.0407, 0.2469], [-0.0909, 0.4143, -1.9883], [4.5429, 3.1775, 5.3650], [0.0468, 1.8238, -3.8274], [4.7451, 1.5684, 3.9652], [-1.3175, 2.1853, -3.7701], [-3.1861, 3.3931, -4.6027], [0.5070, -5.1504, 1.2746], [1.7300, -1.0086, 2.3818], [1.6607, 0.8816, -3.0108], [0.6033, -0.7275, -0.1650], [0.6237, 2.2056, -4.5643], [-1.4926, 0.6222, -1.8940], [0.9445, -4.0040, 0.6270], [4.6380, -0.0539, 2.5647], [1.9546, 1.4433, 4.0595], [5.8260, 1.6207, 3.9427], [-1.8520, 3.0570, -4.7057]], "mulliken_charge": [0.17, 0.39, 0.41, 0.47, 0.32, -0.13, 0.44, -0.43, 0.43, -0.68, 0.60, -0.85, 0.46, 0.41, 0.48, -0.78, -0.27, -0.40, -0.24, 0.36, 0.51, 0.73, 0.38, -0.52, -0.34, -0.34, -0.58, 0.40, 0.04, -0.53, 0.44, -0.42, -0.66, 0.35, 0.40, 0.89, 0.26, 0.60, -0.21, 0.36, -0.40, 0.39, -0.92]}